Density functional theory data (ωB97M-V with the def2-TZVPD basis set) for a molecular structure, C34H35Br4F6FeN5O8S2Se in a non-equilibrium geometry.

Values from the calculation:
2S+1: 5
net charge: -2
total energy: -17549.29149 a.u.
Kohn-Sham gap (alpha / beta): 0.185 / 0.186 hartree
max |F|: 2.2 eV/A
⟨S²⟩: 6.008

Element x y z (Å)
Fe 1.58 -0.25 0.55
Br 3.41 5.50 4.31
C 2.78 3.79 3.83
C 2.63 2.81 4.79
Br 3.09 3.18 6.58
C 2.16 1.54 4.43
Br 1.79 0.24 5.80
C 1.92 1.19 3.10
O 1.54 0.02 2.71
C 2.06 2.23 2.08
O 1.80 1.97 0.86
C 2.44 3.50 2.52
Br 2.48 4.87 1.20
O 5.64 -1.62 0.23
C 4.41 -1.54 0.27
O 3.71 -0.50 0.35
C 3.61 -2.85 0.19
C 4.24 -4.06 0.49
C 3.52 -5.23 0.39
C 2.20 -5.16 -0.04
C 1.66 -3.91 -0.30
N 2.34 -2.77 -0.18
H 5.28 -4.04 0.80
H 3.96 -6.18 0.65
H 1.60 -6.04 -0.14
H 0.64 -3.82 -0.62
C 1.29 5.61 -2.83
C 2.00 4.30 -2.54
C 1.03 3.17 -2.17
C 0.47 2.49 -3.42
N -0.45 1.43 -3.10
C -0.06 0.19 -2.67
Se 1.65 -0.38 -2.56
N -1.19 -0.52 -2.36
C -1.19 -1.84 -1.80
C -1.77 -2.87 -2.77
C -0.98 -3.00 -4.07
C 0.35 -3.73 -3.91
C -2.28 0.28 -2.56
C -3.64 0.05 -2.36
C -4.52 1.07 -2.70
C -4.06 2.29 -3.19
C -2.70 2.54 -3.35
C -1.82 1.52 -3.03
H 2.01 6.36 -3.17
H 0.81 5.98 -1.93
H 0.54 5.49 -3.61
H 2.68 4.46 -1.70
H 2.60 3.99 -3.40
H 0.22 3.57 -1.56
H 1.55 2.43 -1.56
H 1.29 2.06 -3.99
H -0.06 3.21 -4.05
H -1.78 -1.83 -0.88
H -0.17 -2.08 -1.52
H -2.80 -2.59 -3.01
H -1.80 -3.84 -2.26
H -0.79 -2.00 -4.48
H -1.59 -3.54 -4.80
H 1.03 -3.16 -3.28
H 0.82 -3.87 -4.88
H 0.19 -4.71 -3.46
H -4.00 -0.88 -1.95
H -5.58 0.92 -2.56
H -4.77 3.06 -3.44
H -2.36 3.50 -3.69
F -1.80 -3.86 0.56
C -1.64 -3.70 1.89
F -1.61 -4.94 2.40
F -2.78 -3.13 2.33
S -0.06 -2.71 2.35
O -0.08 -1.77 1.25
O 0.94 -3.72 2.39
N -0.54 -2.15 3.72
S 0.21 -2.57 5.04
O 1.62 -2.73 4.98
O -0.39 -1.93 6.17
C -0.36 -4.37 5.34
F -0.18 -4.70 6.63
F 0.28 -5.30 4.62
F -1.68 -4.52 5.10
C -1.51 3.21 2.28
C -2.18 2.56 1.06
C -2.57 3.64 0.03
C -3.41 1.73 1.47
C -1.24 1.65 0.44
N -0.52 0.92 -0.07
H -2.22 3.85 2.80
H -0.66 3.81 1.96
H -1.15 2.44 2.96
H -3.32 4.30 0.46
H -2.98 3.18 -0.86
H -1.70 4.22 -0.24
H -4.14 2.36 1.96
H -3.11 0.93 2.14
H -3.87 1.29 0.58

Charges computed using Löwdin, reported in e: 0.8077, 0.6275, -0.8023, -0.7925, 0.6333, -0.5897, 0.8075, -0.4147, -0.1580, -0.4491, -0.1821, -0.6549, 0.7188, 0.0116, -0.6296, -0.0851, -0.1700, -0.0031, -0.0672, -0.0714, -0.1770, 0.0967, 0.1114, 0.0973, 0.0985, 0.0886, -0.1144, -0.2587, -0.1942, -0.1690, -0.0203, -0.7013, 0.8095, -0.0361, -0.1732, -0.1716, -0.2561, -0.1169, -0.1571, -0.0080, -0.1055, -0.1184, -0.0265, -0.1546, 0.0629, 0.0657, 0.0571, 0.0617, 0.1066, 0.1004, 0.0742, 0.0967, 0.1149, 0.1186, 0.0558, 0.0958, 0.1104, 0.0983, 0.0996, 0.0152, 0.0670, 0.0706, 0.1091, 0.0955, 0.0964, 0.1082, 0.0902, -0.6177, 0.1149, 0.1083, 0.5878, -0.3413, -0.2529, -0.2738, 0.5125, -0.3155, -0.3388, -0.6384, 0.0990, 0.1163, 0.0963, -0.0118, -0.5618, -0.0246, -0.0257, -0.0954, 0.2525, 0.0889, 0.0822, 0.1015, 0.0893, 0.0576, 0.0830, 0.0852, 0.0970, 0.0748

=====

Density functional theory data (ωB97M-V with the def2-TZVPD basis set) for a molecular structure, C34H35BrN6PdSSb in a non-equilibrium geometry.

Values from the calculation:
net charge: +3
total energy: -4984.43966 a.u.
Kohn-Sham gap (alpha / beta): 0.220 / 0.220 hartree
max |F|: 1.9 eV/A

Element x y z (Å)
Pd 0.51 1.38 -0.89
C 4.14 5.50 -2.30
C 3.75 4.06 -2.40
C 4.47 3.15 -3.18
C 4.07 1.83 -3.28
C 2.94 1.47 -2.57
Br 2.22 -0.28 -2.63
N 2.23 2.30 -1.81
C 2.63 3.58 -1.73
H 5.18 5.59 -1.97
H 3.51 6.04 -1.60
H 4.07 5.99 -3.28
H 5.35 3.48 -3.71
H 4.61 1.12 -3.88
H 2.03 4.23 -1.10
C -2.80 -1.15 3.66
C -2.71 -2.52 3.11
C -3.53 -3.53 3.62
C -3.53 -4.80 3.09
C -2.70 -5.13 2.02
C -1.87 -4.16 1.48
C -1.86 -2.88 2.05
Sb -0.43 -1.60 1.21
C 0.35 -2.60 -0.46
C -0.52 -2.62 -1.56
C -0.17 -3.34 -2.70
C 1.04 -4.03 -2.72
C 1.88 -4.00 -1.62
C 1.57 -3.29 -0.46
C 2.51 -3.32 0.71
C 0.89 -1.03 2.69
C 0.70 -1.58 3.95
C 1.46 -1.13 5.02
C 2.37 -0.11 4.82
C 2.56 0.43 3.55
C 1.84 -0.05 2.46
C 2.27 0.46 1.10
H -3.20 -1.17 4.67
H -3.46 -0.55 3.05
H -1.83 -0.66 3.71
H -4.20 -3.30 4.44
H -4.18 -5.56 3.50
H -2.69 -6.13 1.61
H -1.23 -4.41 0.65
H -1.47 -2.10 -1.54
H -0.84 -3.38 -3.55
H 1.32 -4.60 -3.59
H 2.81 -4.56 -1.65
H 3.39 -3.91 0.46
H 2.05 -3.78 1.58
H 2.86 -2.33 1.00
H -0.04 -2.35 4.12
H 1.32 -1.56 6.00
H 2.96 0.26 5.65
H 3.31 1.20 3.40
H 3.11 1.14 1.21
H 1.53 1.09 0.54
H 2.49 -0.28 0.33
S -1.13 1.03 0.56
C -2.76 1.12 -0.10
C -3.76 1.44 0.80
C -5.08 1.51 0.38
C -5.40 1.24 -0.93
C -4.41 0.91 -1.83
C -3.08 0.84 -1.42
H -3.49 1.65 1.83
H -5.87 1.76 1.08
H -6.42 1.29 -1.26
H -4.67 0.69 -2.86
H -2.30 0.56 -2.11
N -0.85 5.63 -2.80
N -0.76 4.28 -2.96
N -0.59 3.73 -4.14
C -0.41 2.47 -3.82
N -0.50 2.27 -2.50
N -0.73 3.46 -1.96
H -1.15 6.05 -3.68
H -1.44 5.86 -2.00
H -0.25 1.69 -4.55

Charges computed using Löwdin, reported in e: 0.6050, -0.0158, -0.2173, 0.0382, -0.0434, -0.7061, 0.8761, -0.1003, -0.0620, 0.1042, 0.0882, 0.1050, 0.1460, 0.1271, 0.1287, -0.0391, -0.2987, -0.0025, -0.0127, -0.0378, -0.1009, -0.2979, 1.7239, -0.3620, -0.1514, -0.0570, -0.0306, -0.0186, -0.3012, -0.0266, -0.3587, -0.0970, -0.0206, -0.0054, -0.0021, -0.2935, -0.0532, 0.1048, 0.0768, 0.0612, 0.1322, 0.1303, 0.1259, 0.0971, 0.0988, 0.1227, 0.1280, 0.1311, 0.0982, 0.0976, 0.0664, 0.1108, 0.1307, 0.1308, 0.1280, 0.1099, -0.0318, 0.0467, 0.7301, -0.6201, -0.1063, -0.0318, -0.0383, -0.0403, -0.1220, 0.1060, 0.1270, 0.1291, 0.1230, 0.0824, 0.1794, -0.2540, 0.1822, -0.1447, -0.1040, 0.0823, 0.1320, 0.1279, 0.1333

=====

Density functional theory data (ωB97M-V with the def2-TZVPD basis set) for a molecular structure, C34H35Cl3N3O7P2Pt.

Values from the calculation:
net charge: +1
total energy: -4190.03010 a.u.
Kohn-Sham gap: 0.269 hartree
max |F|: 0.6 eV/A

Element x y z (Å)
Pt 0.03 -0.50 1.04
O -3.46 0.23 3.22
C -2.31 0.33 2.87
O -1.88 -0.28 1.77
C -1.26 1.10 3.62
C -0.15 0.14 4.09
C 0.61 0.77 5.25
C 1.38 1.90 4.52
C 0.98 1.70 3.06
O 0.83 0.24 3.00
C -0.46 2.14 2.77
C -0.83 2.15 1.28
O -1.70 2.86 0.86
O -0.08 1.39 0.44
H -1.74 1.57 4.47
H -0.43 -0.91 4.19
H 1.29 0.06 5.72
H -0.08 1.14 6.00
H 2.45 1.77 4.61
H 1.13 2.90 4.87
H 1.72 2.02 2.34
H -0.66 3.15 3.13
C 5.05 2.63 -0.53
C 5.38 1.34 -0.92
C 4.46 0.31 -0.78
C 3.20 0.57 -0.24
C 2.86 1.86 0.12
C 3.79 2.90 -0.03
P 2.12 -0.88 0.00
C 2.03 -1.49 -1.71
C 2.09 -2.84 -2.05
C 2.08 -3.21 -3.39
C 1.99 -2.25 -4.38
C 1.92 -0.90 -4.04
C 1.95 -0.53 -2.71
C 3.10 -2.02 1.00
C 4.10 -2.81 0.41
C 4.95 -3.57 1.21
C 4.81 -3.54 2.59
C 3.83 -2.76 3.17
C 2.98 -2.01 2.38
H 5.77 3.43 -0.65
H 6.36 1.12 -1.34
H 4.74 -0.69 -1.10
H 1.85 2.08 0.41
H 3.50 3.91 0.23
H 2.13 -3.60 -1.28
H 2.13 -4.26 -3.65
H 1.98 -2.55 -5.42
H 1.86 -0.15 -4.82
H 1.92 0.53 -2.46
H 4.23 -2.83 -0.66
H 5.71 -4.17 0.74
H 5.47 -4.14 3.20
H 3.72 -2.75 4.25
H 2.22 -1.40 2.86
C -4.40 -1.27 -1.28
N -3.74 -2.54 -0.98
C -3.20 -3.12 -2.21
N -2.31 -2.21 -2.92
C -3.01 -0.96 -3.20
N -3.54 -0.32 -1.99
C -2.47 0.19 -1.13
P -1.45 -1.24 -0.59
C -2.73 -2.41 0.06
C -1.05 -1.99 -2.22
H -4.75 -0.82 -0.36
H -5.26 -1.48 -1.92
H -4.03 -3.36 -2.87
H -2.66 -4.04 -1.97
H -3.85 -1.18 -3.86
H -2.34 -0.27 -3.71
H -2.90 0.68 -0.26
H -1.85 0.92 -1.66
H -3.16 -1.99 0.96
H -2.28 -3.38 0.27
H -0.52 -2.93 -2.08
H -0.42 -1.32 -2.80
Cl 1.74 -5.46 1.90
C 0.22 -4.64 2.26
Cl 0.14 -4.25 3.98
Cl -1.15 -5.68 1.83
C 0.15 -3.39 1.35
O -0.03 -2.28 1.97
O 0.21 -3.53 0.14

Charges computed using Löwdin, reported in e: 1.2904, 0.1456, -0.5419, -0.2581, -0.0842, -0.2065, -0.0716, -0.0650, -0.2225, -0.2170, -0.0784, -0.5376, 0.1513, -0.2686, 0.1663, 0.1580, 0.1231, 0.1283, 0.1243, 0.1304, 0.1322, 0.1683, -0.0558, -0.0515, -0.0740, -0.3300, -0.0905, -0.0524, 1.0534, -0.3636, -0.1074, -0.0495, -0.0506, -0.0625, -0.0985, -0.3310, -0.0933, -0.0598, -0.0658, -0.0666, -0.0939, 0.1136, 0.1144, 0.1055, 0.0671, 0.1141, 0.1019, 0.1179, 0.1151, 0.1157, 0.1181, 0.0982, 0.1155, 0.1157, 0.1152, 0.0795, -0.1512, -0.1298, -0.1619, -0.1257, -0.1677, -0.1309, -0.2447, 1.0581, -0.2283, -0.2534, 0.1417, 0.1362, 0.1365, 0.1385, 0.1356, 0.1343, 0.0974, 0.1095, 0.1012, 0.0779, 0.0861, 0.0822, 0.6732, -1.4922, 0.6493, 0.6612, -0.8073, -0.2316, -0.0250

=====

Question: Look up the max |F| of the second one.
Answer: 1.9 eV/A